{
  "formula": "C38H68Br12N5O4",
  "method": "ωB97M-V with the def2-TZVPD basis set",
  "fmax_ev_per_a": 3.462,
  "homo_ev": -11.16,
  "gap_ev": 9.10,
  "energy_ha": -32951.31225,
  "multiplicity": 1,
  "charge": 1,
  "symbols": ["Br", "Br", "Br", "Br", "Br", "Br", "Br", "Br", "Br", "Br", "Br", "Br", "O", "O", "O", "O", "N", "N", "N", "N", "N", "C", "C", "C", "C", "C", "C", "C", "C", "C", "C", "C", "C", "C", "C", "C", "C", "C", "C", "C", "C", "C", "C", "C", "C", "C", "C", "C", "C", "C", "C", "C", "C", "C", "C", "C", "C", "C", "C", "H", "H", "H", "H", "H", "H", "H", "H", "H", "H", "H", "H", "H", "H", "H", "H", "H", "H", "H", "H", "H", "H", "H", "H", "H", "H", "H", "H", "H", "H", "H", "H", "H", "H", "H", "H", "H", "H", "H", "H", "H", "H", "H", "H", "H", "H", "H", "H", "H", "H", "H", "H", "H", "H", "H", "H", "H", "H", "H", "H", "H", "H", "H", "H", "H", "H", "H", "H"],
  "coordinates": [[4.5183, 10.0733, 8.0719], [-1.1069, -7.4985, 5.0312], [-2.0255, -4.5758, 2.9825], [-7.1858, -0.6964, -0.7007], [-0.5492, 6.5345, 3.4215], [1.2422, -2.3591, -7.2939], [-8.3638, -4.0698, -1.5587], [2.8373, -4.2640, -4.6125], [-0.5935, 6.6324, -6.0951], [-1.7663, 3.2763, -7.0813], [1.2535, 4.8264, 6.1427], [1.0053, 8.9674, 7.8285], [-0.3305, -3.4955, 0.3587], [-0.4614, -1.5891, 1.5407], [-0.2468, 3.0749, 1.3647], [0.1589, 4.5569, -1.9550], [-3.2674, -0.4360, 1.1202], [-5.3909, -3.2684, 2.0941], [-0.0563, 0.7626, 1.4676], [-2.0561, 1.5537, 1.1452], [-0.8850, -0.3160, 1.3921], [-1.4224, -1.1544, -1.7374], [0.7491, -4.0856, -6.5489], [-5.0081, -2.1292, 1.2539], [-0.0896, -0.4082, -3.5967], [2.1531, 0.7292, 0.3220], [-0.9208, 4.8300, 4.2864], [-8.8782, -1.2544, -1.4880], [-0.3129, -1.6025, -1.0515], [4.6865, 0.6709, 0.6680], [2.9417, -6.0956, 0.5198], [4.9084, -0.4330, -0.3999], [5.4434, -4.2499, 0.2939], [4.6669, -4.8056, -0.9394], [-3.4713, -1.8861, 1.2335], [1.0388, -0.8411, -2.8975], [5.9259, -2.7943, 0.0177], [2.5254, 8.5525, 6.6863], [0.9593, -4.1045, -5.0610], [-1.3054, -0.5622, -2.9754], [-0.7559, 1.8767, 1.3177], [3.4648, 1.5499, 0.3272], [-2.7355, 4.7424, -6.2412], [-9.3588, -2.5422, -0.8759], [0.5099, 3.9537, -0.7435], [3.7854, 8.3680, 7.4888], [-0.6749, 3.9302, 0.2483], [-2.1197, 0.2256, 1.2069], [-2.3195, 6.0782, -6.7991], [0.4810, 3.6888, -3.0475], [-0.6536, 4.8928, 5.7658], [3.1765, -5.1031, -0.6599], [-0.3830, -2.2989, 0.2881], [0.9147, -1.4231, -1.6617], [4.7062, -1.8673, 0.1984], [1.3987, 0.7968, 1.6846], [1.9958, 3.4461, -3.2390], [-2.8339, -6.6343, 4.8083], [-3.0459, -6.1907, 3.3856], [-0.0326, 2.7289, -2.8556], [2.4557, -6.9985, 0.1344], [2.6020, -4.1811, -0.4926], [-9.2609, -2.5604, 0.2051], [6.3593, -2.7010, -0.9852], [3.8768, -6.4098, 0.9945], [3.3698, 2.3071, 1.1232], [4.1990, -0.3215, -1.2325], [-1.0748, 4.0242, 6.2685], [-0.3220, 4.0811, 3.7775], [-8.7207, -1.3220, -2.5599], [-4.5984, -3.8678, 2.2976], [3.8143, -2.3462, -0.2322], [0.5975, -3.2045, -4.5715], [1.4784, 0.9731, -0.5028], [1.7206, -0.0561, 2.2902], [-3.0641, -2.2763, 2.1774], [2.0386, -0.7632, -3.3192], [2.2277, 2.4505, -2.8307], [-3.0184, 6.8526, -6.4894], [-4.0867, 0.1359, 0.9726], [0.8281, 2.9061, -0.8439], [2.7539, -5.5674, -1.5616], [1.3318, 4.4667, -0.2168], [0.4791, -4.9742, -4.6157], [2.4572, -0.3203, 0.2188], [-1.9756, 4.6379, 4.0964], [4.5355, -1.7954, 1.2815], [3.6704, 2.0666, -0.6161], [-3.5697, -7.3864, 5.0854], [4.6916, -4.0326, -1.7235], [2.2934, 3.4073, -4.2903], [0.0421, 4.1179, -3.9517], [-2.7491, -6.9386, 2.6570], [1.8374, -1.7457, -1.1823], [2.5994, 9.3534, 5.9569], [-9.5755, -0.4462, -1.2773], [-2.4066, -1.2723, -1.2909], [5.9283, -0.4058, -0.7976], [-3.0970, -2.4217, 0.3543], [-5.5634, -1.2223, 1.5302], [-0.8443, 4.9299, 0.6740], [1.6796, 1.7110, 2.2125], [-3.7850, 4.5497, -6.4550], [-2.5642, 4.6599, -5.1721], [-2.8718, -5.8141, 5.5186], [4.5642, 7.9173, 6.8764], [-1.0364, 5.7969, 6.2301], [2.5403, 4.2141, -2.6800], [5.5740, 1.3187, 0.6565], [4.7230, -4.1923, 1.1227], [6.2644, -4.9095, 0.5906], [0.0628, 0.0202, -4.5826], [-1.5859, 3.5548, -0.2251], [-2.2349, 6.0826, -7.8814], [-4.0882, -5.9213, 3.2219], [1.3286, -4.8344, -7.0798], [2.2565, 7.6273, 6.1800], [-0.3061, -4.2161, -6.7820], [-5.2902, -2.3524, 0.2180], [4.5798, 0.2889, 1.6903], [5.1285, -5.7069, -1.3622], [2.2861, -5.6246, 1.2599], [-6.0240, -3.8315, 1.5343], [3.6351, 7.7673, 8.3807], [-2.2257, -0.2503, -3.4661], [-10.3956, -2.7294, -1.1475], [6.6847, -2.5825, 0.7829]]
}